{"formula": "C35H33Cl5N9O3PV", "method": "ωB97M-V/def2-TZVPD", "symbols": ["V", "Cl", "C", "C", "Cl", "C", "Cl", "C", "O", "C", "Cl", "C", "Cl", "N", "P", "C", "C", "C", "C", "C", "C", "C", "C", "C", "C", "C", "C", "C", "C", "C", "C", "C", "N", "H", "H", "H", "H", "H", "H", "H", "H", "H", "H", "H", "H", "H", "H", "H", "C", "N", "C", "C", "N", "N", "C", "N", "N", "H", "H", "H", "H", "H", "H", "H", "H", "H", "H", "H", "N", "C", "C", "C", "C", "C", "N", "C", "H", "H", "H", "H", "C", "C", "O", "O", "H", "H", "H"], "coordinates": [[0.225, 0.262, 0.234], [-0.698, -4.130, -5.824], [-0.454, -3.129, -4.466], [0.263, -1.947, -4.590], [0.900, -1.483, -6.106], [0.458, -1.127, -3.487], [1.235, 0.381, -3.697], [-0.040, -1.492, -2.233], [0.170, -0.696, -1.096], [-0.798, -2.667, -2.131], [-1.542, -3.091, -0.637], [-1.003, -3.477, -3.238], [-1.945, -4.895, -3.087], [-1.542, 2.849, 0.422], [-1.738, 1.408, -0.456], [-3.443, 0.910, -0.077], [-4.439, 1.885, -0.208], [-5.765, 1.556, 0.012], [-6.114, 0.248, 0.339], [-5.134, -0.725, 0.452], [-3.798, -0.396, 0.247], [-1.834, 1.734, -2.218], [-1.458, 2.934, -2.809], [-1.534, 3.073, -4.186], [-1.961, 2.010, -4.972], [-2.352, 0.814, -4.382], [-2.302, 0.677, -3.001], [-0.713, 2.829, 1.530], [-0.586, 3.909, 2.394], [0.251, 3.784, 3.481], [0.930, 2.585, 3.711], [0.757, 1.571, 2.818], [-0.051, 1.678, 1.732], [-2.110, 3.664, 0.281], [-4.187, 2.896, -0.513], [-6.532, 2.317, -0.085], [-7.155, -0.011, 0.493], [-5.408, -1.747, 0.687], [-3.041, -1.166, 0.315], [-1.105, 3.755, -2.196], [-1.266, 4.016, -4.648], [-2.003, 2.119, -6.049], [-2.710, -0.006, -4.993], [-2.646, -0.241, -2.537], [-1.136, 4.823, 2.207], [0.378, 4.620, 4.159], [1.586, 2.457, 4.561], [1.265, 0.621, 2.937], [2.937, -4.192, 1.414], [1.858, -3.768, 2.309], [1.759, -4.450, 3.604], [1.061, -2.732, 1.966], [1.203, -1.931, 0.973], [-0.045, -2.552, 2.804], [-1.058, -1.644, 2.625], [-2.094, -1.803, 3.477], [-1.028, -0.684, 1.750], [3.060, -5.269, 1.501], [3.886, -3.709, 1.663], [2.684, -3.983, 0.377], [2.686, -4.984, 3.782], [0.945, -5.184, 3.627], [1.638, -3.740, 4.422], [2.013, -2.133, 0.410], [-0.214, -3.277, 3.473], [-2.153, -2.578, 4.112], [-2.912, -1.224, 3.391], [-1.866, -0.126, 1.839], [5.843, -1.783, 3.532], [5.493, -1.142, 2.640], [4.967, -0.423, 1.501], [5.765, 0.219, 0.565], [5.143, 0.778, -0.535], [3.773, 0.653, -0.674], [2.988, 0.063, 0.237], [3.593, -0.437, 1.311], [6.838, 0.273, 0.700], [5.715, 1.301, -1.291], [3.283, 1.038, -1.546], [2.969, -0.891, 2.067], [1.667, 3.974, -1.441], [1.639, 2.866, -0.423], [2.310, 2.905, 0.580], [0.796, 1.860, -0.765], [1.759, 3.566, -2.452], [2.492, 4.646, -1.223], [0.731, 4.538, -1.390]], "forces_ev_per_a": [[1.2081, 0.5898, 2.0955], [0.0076, -0.0236, -0.0284], [-0.0686, -0.1432, -0.2622], [0.1448, 0.0803, -0.1129], [-0.0163, -0.0166, -0.0712], [0.0409, 0.4034, 0.4750], [0.1473, 0.1208, 0.2962], [-0.0963, 0.3012, 0.7901], [-0.6806, -2.6122, -4.3411], [0.1359, 0.3877, 0.4622], [0.1710, 0.0397, 0.0307], [-0.1319, -0.1497, 0.1456], [-0.0189, -0.0882, -0.0360], [0.3995, -0.2297, -0.0446], [-0.9396, 0.5347, -0.1186], [0.0275, -0.0903, 0.0294], [0.0072, -0.0697, 0.0201], [-0.0094, -0.0019, -0.0016], [-0.0444, 0.0640, 0.0135], [-0.0162, -0.0660, -0.0002], [-0.0015, -0.0125, -0.0010], [0.0796, 0.0228, 0.0255], [0.0833, 0.0265, 0.0776], [-0.0132, 0.0892, -0.0253], [-0.0057, -0.0204, -0.0323], [-0.0013, -0.0318, 0.1027], [-0.0604, 0.0725, -0.1118], [-0.0862, -0.4136, -0.1687], [0.0143, 0.2001, 0.1666], [-0.0411, 0.1065, 0.0109], [0.0693, 0.1856, 0.1709], [-0.2750, -0.1170, -0.4577], [0.3807, 0.9368, 0.6673], [-0.2031, 0.1929, -0.0386], [-0.0375, -0.0349, 0.0411], [0.0483, -0.0673, -0.0126], [0.0713, 0.0270, 0.0029], [0.0229, 0.0699, -0.0240], [-0.0484, 0.0374, -0.0445], [-0.0281, -0.0627, -0.0682], [0.0152, -0.0850, 0.0351], [-0.0182, -0.0002, 0.0676], [0.0197, 0.0540, 0.0281], [0.0035, -0.0035, -0.0328], [0.0532, -0.0703, 0.0145], [-0.0283, -0.0703, -0.0379], [-0.0339, 0.0262, -0.0527], [-0.0007, -0.0381, -0.0371], [-0.0539, 0.0657, 0.0959], [0.0730, -0.1069, 0.0080], [-0.1362, 0.0294, -0.1427], [-0.0943, -0.0940, 0.0201], [-0.3027, 0.3423, 0.0401], [0.0104, 0.1839, -0.1849], [0.2573, -0.0003, -0.0591], [-0.0870, 0.0042, -0.0241], [0.1627, 0.0027, -0.2683], [-0.0002, 0.0142, 0.0358], [-0.0291, 0.0091, 0.0112], [-0.0367, -0.0211, 0.0010], [0.0598, -0.0080, -0.0063], [0.0367, 0.0268, -0.0445], [0.0364, 0.0321, -0.0079], [0.1329, -0.0343, -0.0215], [-0.0476, -0.1308, 0.1723], [0.0150, -0.0295, 0.0182], [0.0191, 0.0206, -0.0086], [-0.1451, 0.0386, 0.1395], [-0.1779, 0.3051, -0.3866], [0.0468, -0.0686, 0.1497], [0.0947, -0.1781, 0.2550], [0.2120, 0.0270, 0.0181], [0.1128, 0.0291, -0.0970], [-0.0615, -0.1612, 0.2810], [0.0724, 0.1980, 0.2629], [-0.0223, 0.0950, 0.0049], [-0.0571, -0.0163, -0.0369], [-0.0309, -0.0756, 0.0249], [-0.2519, 0.1569, -0.3061], [-0.0048, -0.0183, -0.0104], [-0.0651, -0.1057, -0.2384], [-0.2727, -0.2242, -0.2371], [-0.3073, -0.3395, 0.1096], [0.5528, -0.0690, 0.7122], [-0.0663, 0.0842, 0.1191], [0.0211, 0.0032, 0.0048], [0.0885, -0.0372, -0.0115]], "lowdin_charge": [0.93, 0.76, -0.70, -0.70, 0.75, -0.60, 0.81, -0.30, -0.29, -0.58, 0.78, -0.70, 0.75, -0.04, 1.08, -0.33, -0.07, -0.05, -0.05, -0.06, -0.12, -0.33, -0.08, -0.05, -0.05, -0.06, -0.09, -0.34, 0.02, 0.00, -0.02, -0.09, -0.05, 0.12, 0.11, 0.12, 0.12, 0.12, 0.03, 0.09, 0.12, 0.12, 0.12, 0.11, 0.13, 0.13, 0.12, 0.11, -0.01, -0.13, -0.02, -0.42, 0.09, 0.18, -0.45, 0.20, 0.04, 0.10, 0.09, 0.09, 0.10, 0.10, 0.10, 0.05, 0.12, 0.12, 0.12, 0.05, 0.18, -0.17, -0.19, 0.02, 0.00, -0.10, 0.06, -0.11, 0.14, 0.13, 0.09, 0.10, 0.03, -0.62, 0.09, -0.27, 0.09, 0.10, 0.08], "spin_multiplicity": 2, "relative_energy_kj_mol": 159.8, "total_charge": 2, "mol_weight_g_mol": 886.89}